1.
# C25H17F3NOPPdS

C25H17F3NOPPdS as an isolated structure (ωB97M-V with the def2-TZVPD basis set, the OMol25 dataset).

Each line ends with the Löwdin spin population.
Positions of all 50 atoms, in Å:
C  -11.2476  -4.3638  -5.3061  0.009
H  -18.7151  -3.1423  -6.0341  0.001
C  -16.4090  -8.4305  -7.7324  0.002
H  -15.9627  -10.4786  -8.2190  0.000
C  -14.7619  -8.8479  -5.4988  0.018
F  -19.9943  -0.2271  -0.9066  0.002
H  -20.5297  -1.3215  -5.4559  0.006
C  -15.7893  -9.6217  -7.5397  0.011
C  -11.2862  -5.7178  -4.9519  0.014
H  -12.5164  -7.3652  -4.4215  -0.001
C  -12.4522  -3.6693  -5.6229  0.020
H  -17.1060  -8.3582  -8.6041  0.000
C  -14.9627  -7.1615  -2.9182  0.088
C  -15.0624  -3.6064  -5.5098  0.338
P  -15.2643  -6.3104  -4.5075  0.262
C  -19.1461  -1.8035  -2.3926  0.120
C  -19.9871  -1.2935  -3.3931  -0.008
H  -20.7329  -0.5130  -3.1531  -0.002
C  -15.5029  -7.6389  -5.6482  0.050
N  -18.0149  -3.0657  -4.1037  0.188
C  -13.7538  -7.3166  -0.7845  0.000
C  -13.7099  -5.5830  -4.9715  0.068
C  -15.5195  -8.3868  -2.6303  0.049
H  -14.1007  -9.2644  0.2692  0.004
C  -14.3195  -8.6204  -0.5762  0.096
H  -14.3577  -10.7105  -6.4117  0.001
C  -19.8208  -1.6856  -4.6960  0.135
H  -10.3661  -6.1712  -4.6899  0.001
H  -13.2473  -6.7906  -0.0107  -0.001
C  -16.2248  -7.3577  -6.8354  0.014
H  -10.2987  -3.8060  -5.3181  0.001
C  -18.1438  -2.7720  -2.7891  0.067
H  -12.4572  -2.5923  -5.4832  0.001
C  -15.2800  -9.0762  -1.4763  0.011
O  -15.5286  -2.8002  -6.3187  0.434
H  -14.2728  -9.1007  -4.5437  0.001
Pd  -16.4148  -4.3426  -4.0909  1.002
C  -18.8140  -2.6110  -5.0531  0.028
C  -13.7147  -4.2881  -5.4395  0.100
H  -16.7591  -6.3740  -6.8566  0.004
C  -12.4955  -6.3293  -4.7652  0.007
H  -13.5145  -5.7447  -2.1134  0.000
S  -17.1054  -3.7127  -1.8204  0.772
H  -15.8169  -9.9828  -1.2556  -0.001
F  -19.8417  -2.2520  -0.1605  0.012
F  -18.0640  -1.0912  -0.3370  0.009
C  -14.8603  -9.7697  -6.5100  0.002
H  -16.2858  -8.7407  -3.2920  0.001
C  -19.2104  -1.3439  -1.0133  0.014
C  -14.0845  -6.6623  -1.9763  0.048

Calculated values
Charge: +2
Spin multiplicity: 5
Orbital gap (spin up / spin down) (Eh): 0.2605 / 0.1757
E (Eh): -2259.1371
Energy above the lowest of the compared OMol25 structures with the same formula, charge and spin (kJ/mol): 0.00
Maximum force (eV Å⁻¹): 5.71

=====

2.
# C17H24ClN3OS

The molecule C17H24ClN3OS (ωB97M-V with the def2-TZVPD basis set, the OMol25 dataset).

Each line ends with the natural charge from an NBO analysis.
Positions of all 47 atoms, in Å:
H  -0.2412  3.7893  -1.0964  0.184
C  -1.3523  1.0390  -0.2766  0.335
H  1.1064  3.6613  -2.9693  0.192
H  -3.0068  -1.4328  3.1551  0.182
H  0.4531  2.1104  -3.5019  0.200
C  -0.3042  -0.9016  4.1086  -0.064
C  -0.8164  -1.6229  -2.3997  -0.205
H  -3.2422  0.3780  1.5981  0.206
H  2.2586  0.6720  -3.6291  0.209
Cl  3.0701  -1.2018  -0.1783  -0.021
C  -2.4620  -0.3624  1.3753  -0.227
N  -0.2677  1.7806  -0.5953  -0.437
H  0.7204  -2.7290  3.4861  0.219
H  1.1498  0.7036  0.4658  0.217
H  -0.6512  -1.4325  5.0070  0.161
C  1.5747  -1.3290  -1.0657  -0.035
C  -0.3268  2.8167  -1.5989  -0.251
H  -0.1819  0.0207  -3.5879  0.207
S  -2.6967  0.9775  -1.2465  -0.302
C  2.2406  0.6429  -2.5352  -0.236
C  0.8053  2.6605  -2.6314  -0.220
H  -0.6756  0.6031  1.5954  0.405
H  3.2479  0.3928  -2.1917  0.217
C  1.2821  -0.4476  -2.1030  -0.093
C  -0.4956  -2.4893  -1.3705  -0.212
H  -1.5471  -3.2051  2.8949  0.211
H  -1.3026  2.7595  -2.0828  0.266
C  0.1739  -1.8953  3.0521  -0.434
C  -1.1492  -2.3147  2.4089  -0.442
H  -1.7555  -1.7192  -2.9212  0.227
C  2.1255  2.2639  -0.6827  -0.226
H  -2.8584  -1.0538  0.6286  0.227
N  -1.2831  0.2865  0.8494  -0.628
N  1.9778  1.9977  -2.0891  -0.438
H  2.2046  3.3501  -0.5717  0.195
C  0.0724  -0.6295  -2.7653  -0.128
C  0.9542  1.7385  0.1787  -0.251
H  -1.1742  -3.2820  -1.0921  0.218
O  -1.3794  -0.2102  3.5089  -0.541
C  0.7090  -2.3476  -0.7052  -0.238
H  3.0572  1.8189  -0.3294  0.219
C  -2.0823  -1.1100  2.6559  0.088
H  0.8685  2.3472  1.0924  0.189
H  0.8125  -1.3938  2.3240  0.207
H  -1.0453  -2.5102  1.3456  0.226
H  0.4451  -0.1636  4.3994  0.192
H  0.9881  -3.0266  0.0864  0.226

Calculated values
Charge: 0
Orbital gap (Eh): 0.3139
E (Eh): -1760.0807
Energy above the lowest of the compared OMol25 structures with the same formula, charge and spin (kJ/mol): 0.00
Structure (SMILES): S=C(NC[C@H]1CCCO1)N1CCN(Cc2ccccc2Cl)CC1
Maximum force (eV Å⁻¹): 0.88

=====

3.
# C24H28N2O2

The molecule C24H28N2O2 (ωB97M-V with the def2-TZVPD basis set, the OMol25 dataset).

Each line ends with the natural charge from an NBO analysis.
Positions of all 56 atoms, in Å:
C  0.1549  -4.0099  -2.5450  -0.139
H  1.1754  2.6814  -2.1503  0.210
C  3.7668  0.0452  2.8944  -0.618
H  -3.6797  -2.4117  -0.2076  0.253
H  3.2005  1.6664  0.7729  0.197
C  1.6940  -0.9597  0.9780  0.174
H  0.6377  2.5173  2.0846  0.201
C  -3.8739  0.6661  0.7721  -0.195
H  -4.5720  2.6627  1.0833  0.211
C  -0.0796  -3.1225  -1.4937  -0.199
H  0.4832  -0.0183  2.2060  0.455
H  -0.7014  -4.4054  -3.0702  0.240
C  0.6967  -1.6432  0.3057  -0.334
H  -1.2148  1.9676  0.6234  0.223
H  3.1368  -2.5815  -0.5888  0.198
C  -1.4729  -2.8097  -1.1733  0.681
C  2.5026  -3.8356  -2.1686  -0.172
O  -1.0173  -0.6438  1.5971  -0.668
C  1.3842  2.7084  1.3115  -0.402
C  -3.3993  0.0629  -1.4972  -0.161
C  2.4503  0.7562  2.5798  -0.036
H  -1.0856  2.3335  -1.0904  0.213
H  2.7226  -1.0842  0.6690  0.199
C  1.4385  -4.3661  -2.8891  -0.243
C  -0.6864  2.5744  -0.1080  -0.609
H  1.3481  4.0999  -1.1164  0.200
H  -3.7232  1.5867  -2.9601  0.212
C  0.8130  2.2955  -0.0541  -0.216
H  -4.4782  3.2581  -1.3087  0.212
C  -3.0527  -1.6633  0.2848  -0.252
N  1.4808  -0.1451  1.9973  -0.553
C  2.2829  -2.9574  -1.1304  -0.247
C  -4.2438  1.9336  0.3567  -0.212
O  -2.4179  -3.2633  -1.7931  -0.609
H  -3.1347  -1.7565  1.3702  0.224
H  3.5755  -0.8800  3.4325  0.220
C  2.6854  1.9836  1.6812  -0.403
C  -0.6836  -1.3774  0.6610  0.678
H  3.3513  2.6604  2.2189  0.212
H  4.3884  0.6851  3.5145  0.222
C  -3.7655  1.3306  -1.9111  -0.228
H  1.6193  -5.0526  -3.7019  0.216
H  4.3210  -0.1839  1.9877  0.202
N  -1.6755  -1.9680  -0.0940  -0.449
H  2.6067  2.8644  -1.1381  0.199
H  2.0073  1.0983  3.5219  0.203
H  3.5149  -4.1166  -2.4215  0.213
H  1.5596  3.7859  1.2948  0.207
C  -4.1904  2.2686  -0.9849  -0.217
H  0.9588  1.2205  -0.1967  0.194
H  -3.0788  -0.6729  -2.2204  0.214
H  -3.9061  0.4092  1.8206  0.214
C  0.9863  -2.5669  -0.7683  0.113
C  -3.4529  -0.2795  -0.1513  -0.041
C  1.5323  3.0295  -1.1838  -0.603
H  -0.8897  3.6233  0.0970  0.197

Calculated values
Charge: 0
Orbital gap (Eh): 0.3002
E (Eh): -1191.4042
Energy above the lowest of the compared OMol25 structures with the same formula, charge and spin (kJ/mol): 5.71
Structure (SMILES): CC(C)CC[C@H](C)N/C=C1\C(=O)N(Cc2ccccc2)C(=O)c2ccccc21
Maximum force (eV Å⁻¹): 0.72